88
Properties=species:S:1:pos:R:3:mulliken_charge:R:1 method="wB97M-V/def2-TZVPD" lumo_energy_ha=0.0084 gap_ev=9.5 max_force_ev_per_a=1.5 smiles="O=C1OC[C@@H](F)O1.O=C1OC[C@@H](F)O1.O=C1OC[C@@H](F)O1.O=C1OC[C@@H](F)O1.O=C1OC[C@@H](F)O1.C1CCOC1.C1CCOC1.CO.CO" spin_multiplicity=1
O -5.3942 3.2790 3.2753 -0.518
C -4.5070 2.6924 2.7629 0.464
O -3.1896 2.9620 2.8867 -0.318
C -2.4995 2.2447 1.8831 0.403
C -3.4390 1.1021 1.5630 0.570
F -3.1409 0.0049 2.3270 -0.302
O -4.6856 1.6054 1.9398 -0.382
H -2.2311 2.8063 0.9823 0.052
H -1.5322 1.8689 2.2092 -0.203
H -3.4033 0.8212 0.5144 0.186
O 1.3346 0.4234 -3.1494 -0.295
C 2.4702 0.6293 -3.4090 0.507
O 2.9393 1.7384 -4.0207 -0.292
C 4.3627 1.7328 -3.9647 -0.413
C 4.6781 0.2773 -3.6127 0.251
F 5.6929 0.1808 -2.7163 -0.304
O 3.5023 -0.1878 -3.0434 -0.243
H 4.8304 2.0297 -4.9008 0.305
H 4.7041 2.4287 -3.1946 0.273
H 4.9835 -0.2914 -4.4932 0.267
O -1.5778 -3.2890 0.3233 -0.356
C -2.1228 -4.2947 0.0370 0.475
O -2.7926 -5.1016 0.8705 -0.339
C -3.4210 -6.1620 0.1350 -0.455
C -3.1504 -5.8065 -1.3202 0.386
F -4.3079 -5.3734 -1.9218 -0.325
O -2.2671 -4.7345 -1.2574 -0.201
H -2.9088 -7.0835 0.4193 0.273
H -4.4628 -6.2383 0.4250 0.274
H -2.7325 -6.6051 -1.9252 0.284
O 1.9069 1.1779 2.6476 -0.458
C 1.5915 2.3149 2.6363 0.675
O 2.3330 3.3113 2.0907 -0.344
C 1.5963 4.5085 2.1156 -0.281
C 0.5934 4.2462 3.2115 0.276
F -0.5968 4.8547 2.9836 -0.282
O 0.4224 2.8373 3.1000 -0.182
H 2.2406 5.3791 2.2429 0.345
H 1.0855 4.7775 1.1833 0.088
H 0.9095 4.5118 4.2198 0.253
O -1.9759 -1.4783 -6.9690 -0.524
C -1.7766 -2.0207 -5.9345 0.543
O -2.1782 -3.2652 -5.6249 -0.363
C -1.8585 -3.5588 -4.2469 -0.231
C -0.9804 -2.3745 -3.8556 0.722
F 0.3301 -2.8025 -3.8809 -0.340
O -1.1897 -1.4329 -4.8553 -0.316
H -2.8200 -3.6189 -3.7469 0.217
H -1.2737 -4.4715 -4.2757 0.240
H -1.1404 -1.9063 -2.8901 0.025
C -0.5670 -0.8765 4.6352 0.054
C -0.8588 -1.6230 5.9389 -0.630
C -0.3527 -3.0676 5.6126 -0.490
O 0.1942 -3.0183 4.3138 -0.418
C -0.5060 -2.0059 3.5965 0.303
H 0.4513 -0.4809 4.6658 0.112
H -1.2565 -0.0566 4.4461 0.112
H -1.9278 -1.7320 6.1039 0.277
H -0.2869 -1.2224 6.7691 0.327
H -1.2062 -3.7617 5.6172 0.237
H 0.3862 -3.4641 6.3071 0.301
H -1.5143 -2.3040 3.2638 0.080
H 0.0507 -1.8704 2.6707 -0.277
C 0.8801 4.8468 -2.9520 -0.696
C 0.5031 3.6817 -2.0465 0.259
C 1.7584 3.4913 -1.1954 0.985
O 2.1712 4.8343 -0.9588 -0.480
C 2.0320 5.5490 -2.1631 -0.506
H 0.0720 5.5314 -3.1983 0.367
H 1.3142 4.4802 -3.8822 0.228
H 0.2767 2.7801 -2.6162 -0.060
H -0.3975 3.8855 -1.4650 0.088
H 2.5116 2.9917 -1.8229 -0.458
H 1.6452 2.9431 -0.2687 -0.413
H 2.9490 5.4266 -2.7611 0.217
H 1.9280 6.6079 -1.9418 0.340
C 2.5171 -2.7890 1.0383 -0.203
O 3.8918 -2.6494 1.4066 -0.549
H 1.9986 -3.2887 1.8578 0.253
H 2.1409 -1.7951 0.8182 -0.105
H 2.4371 -3.3769 0.1172 0.302
H 4.2781 -3.5275 1.4440 0.284
C 0.1706 -0.0105 -0.3454 -0.611
O -0.6448 1.1358 -0.6183 -0.363
H -0.4237 -0.7248 0.2323 0.306
H 0.5729 -0.5215 -1.2165 0.295
H 1.0189 0.3471 0.2370 0.231
H -1.1588 0.9854 -1.4161 0.214

76
Properties=species:S:1:pos:R:3:lowdin_spin:R:1 method="wB97M-V/def2-TZVPD" lumo_energy_ha="-0.1676 / -0.1476" charge=+1 gap_ev="6.0 / 6.5" max_force_ev_per_a=1.4 spin_multiplicity=2
Re 0.1919 0.3075 -0.0961 1.026
C 2.8047 0.4332 2.8375 0.002
C 3.5631 0.8854 1.6054 -0.004
Ge 2.8664 0.0702 -0.0395 0.000
C 3.5341 0.8772 -1.7054 0.001
C 2.6968 0.4512 -2.8973 0.014
C 3.5457 -1.7515 -0.0001 -0.004
C 2.7072 -2.7951 -0.0532 -0.002
Ge 0.8650 -2.1873 -0.3122 -0.002
C 0.2162 -2.7592 -2.0994 0.010
C 0.1383 -4.2329 -2.4552 0.002
C -0.2030 -2.3850 1.3797 -0.010
C -0.2309 -3.7739 2.0094 -0.004
C 3.1249 -4.2121 0.0171 0.000
C 2.1764 -5.2272 0.0577 0.000
C 2.5467 -6.5616 0.1343 0.000
C 3.8876 -6.9045 0.1696 0.000
C 4.8493 -5.9042 0.1258 0.000
C 4.4736 -4.5764 0.0510 0.000
H 3.1890 0.9086 3.7384 0.000
H 2.8846 -0.6456 2.9788 0.000
H 1.7355 0.6823 2.7626 0.002
H 4.6067 0.5657 1.6721 0.000
H 3.5773 1.9738 1.5321 -0.001
H 4.5636 0.5323 -1.8340 0.000
H 3.5754 1.9639 -1.6226 0.000
H 2.7927 -0.6193 -3.0829 0.000
H 2.9944 0.9665 -3.8097 0.001
H 1.6272 0.6680 -2.7446 0.011
H 4.6177 -1.9031 0.0926 0.000
H 0.9313 -2.2632 -2.7643 0.001
H -0.7389 -2.2700 -2.3073 0.001
H 1.1140 -4.7117 -2.3937 0.000
H -0.2233 -4.3533 -3.4770 0.000
H -0.5388 -4.7842 -1.8012 0.000
H -1.2356 -2.0469 1.2418 0.001
H 0.2670 -1.6885 2.0892 0.003
H -0.7541 -4.4908 1.3760 0.000
H -0.7568 -3.7327 2.9633 -0.001
H 0.7708 -4.1546 2.1958 0.000
H 1.1204 -4.9868 0.0246 0.000
H 1.7852 -7.3279 0.1645 0.000
H 4.1848 -7.9411 0.2281 0.000
H 5.8983 -6.1614 0.1484 0.000
H 5.2432 -3.8219 0.0138 0.000
O -0.9249 2.7681 2.7019 0.001
C -1.1893 4.0479 2.1378 0.000
C -1.6018 3.8628 0.6740 0.000
C -2.3956 5.1388 0.2668 0.001
O -2.8059 5.1241 -1.0763 0.000
C -0.4308 3.7431 -0.2982 -0.008
Se 1.1110 2.5257 -0.0518 -0.079
C -2.6015 2.7161 0.5123 0.013
Se -1.9225 0.9594 1.0523 0.033
H -0.5896 2.8468 3.6029 0.000
H -0.3052 4.6882 2.2032 0.000
H -2.0015 4.5310 2.6927 0.000
H -1.7988 6.0277 0.4995 0.000
H -3.3098 5.1912 0.8659 0.000
H -2.1462 5.5547 -1.6279 0.000
H 0.0746 4.7135 -0.3570 -0.001
H -0.8245 3.5236 -1.2926 -0.002
H -2.9017 2.6039 -0.5305 0.001
H -3.4927 2.8420 1.1283 0.000
C -5.6170 0.0297 2.2550 0.000
S -5.1711 0.1356 0.5074 0.000
C -4.3440 -1.3956 0.2854 0.000
C -3.1532 -1.5476 -0.3210 -0.004
S -2.1234 -0.2065 -0.8845 0.003
S -2.6524 -3.1758 -0.7081 0.001
C -3.9835 -3.9881 0.0818 0.000
S -4.1109 -5.6018 0.1570 0.000
S -5.1885 -2.8736 0.6764 0.000
H -6.1860 0.9338 2.4646 0.000
H -4.7288 -0.0003 2.8848 0.000
H -6.2542 -0.8289 2.4542 0.000

78
Properties=species:S:1:pos:R:3:mulliken_charge:R:1 method="wB97M-V/def2-TZVPD" lumo_energy_ha=-0.3504 charge=+3 gap_ev=7.0 max_force_ev_per_a=1.0 spin_multiplicity=1
Pd -0.1074 1.1047 -1.0084 0.586
O -1.3112 0.4288 3.2744 -0.469
C -0.7533 0.8191 2.1526 0.518
O -0.9758 0.3129 1.0639 -0.239
C 0.1898 1.9786 2.3862 -0.544
O 1.0147 2.1983 1.2619 -0.315
C 2.2580 1.5017 1.2121 -0.459
C 1.9762 0.3226 0.3045 0.738
O 1.6104 -0.8219 0.7876 -0.368
O 1.9427 0.5027 -0.9345 -0.616
H -1.9782 -0.2590 3.1170 0.407
H -0.4147 2.8757 2.5295 0.380
H 0.7613 1.8123 3.3006 0.422
H 2.9703 2.1536 0.7158 0.292
H 2.6259 1.2059 2.1944 0.424
C 2.6630 -6.2085 -0.7285 -0.825
C 4.0013 -5.5888 -0.3276 -0.697
C 3.9425 -4.0997 0.0246 -0.322
C 3.2862 -3.7759 1.3642 -0.879
N 1.8178 -3.9996 1.4349 0.805
C 0.8467 -3.3989 0.7313 -0.302
Se 1.0405 -2.0246 -0.5463 -0.145
N -0.3469 -3.9005 1.1025 0.739
C -1.6593 -3.6309 0.4862 -0.996
C -2.0652 -4.7545 -0.4584 -0.731
C -1.0985 -4.9038 -1.6291 0.559
C -1.5993 -5.8930 -2.6773 -1.526
C -0.1399 -4.8453 2.0823 1.132
C -1.0461 -5.6340 2.8077 -0.829
C -0.5038 -6.4530 3.7607 -0.832
C 0.8955 -6.5054 3.9952 -0.787
C 1.7816 -5.7391 3.2862 -1.151
C 1.2309 -4.8917 2.3124 0.864
H 2.8012 -7.2387 -1.0537 0.442
H 2.2156 -5.6626 -1.5652 0.203
H 1.9435 -6.2333 0.0931 0.134
H 4.7006 -5.7054 -1.1562 0.407
H 4.4363 -6.1438 0.5085 0.300
H 3.4577 -3.5524 -0.7851 0.151
H 4.9572 -3.7027 0.1009 0.488
H 3.4705 -2.7452 1.6654 0.187
H 3.7135 -4.4211 2.1262 0.458
H -1.5745 -2.6938 -0.0597 0.276
H -2.3739 -3.4891 1.2963 0.467
H -3.0707 -4.5321 -0.8231 0.505
H -2.1316 -5.6974 0.0898 0.422
H -0.1242 -5.2408 -1.2598 -0.173
H -0.9475 -3.9191 -2.0994 0.020
H -1.7471 -6.8799 -2.2369 0.360
H -0.8897 -5.9960 -3.4970 0.416
H -2.5525 -5.5693 -3.0968 0.383
H -2.1125 -5.5984 2.6313 0.472
H -1.1551 -7.0794 4.3552 0.460
H 1.2699 -7.1729 4.7595 0.459
H 2.8436 -5.7954 3.4776 0.457
C -5.2736 2.6410 -1.9215 -1.251
C -3.8022 2.7988 -1.7377 0.761
C -2.9815 3.9051 -1.8548 -1.156
C -1.6886 3.4794 -1.5504 0.397
N -1.7251 2.1724 -1.2430 0.434
N -3.0097 1.7760 -1.3795 -0.233
C -0.4364 4.2880 -1.5640 -0.982
H -5.6407 3.4004 -2.6073 0.360
H -5.7937 2.7745 -0.9720 0.290
H -5.5285 1.6580 -2.3150 0.384
H -3.2875 4.9032 -2.1226 0.481
H -3.2776 0.8224 -1.2033 0.072
H -0.6533 5.3086 -1.2539 0.413
H -0.0202 4.3377 -2.5705 0.146
H 0.3203 3.8875 -0.8910 0.148
N 2.6141 0.6513 -3.8003 -0.301
C 1.4904 1.3298 -3.8643 0.807
N 1.4436 2.4959 -4.4766 -0.382
S -0.0298 0.6397 -3.2591 -0.334
H 3.4838 1.0028 -4.1774 0.228
H 2.6347 -0.2276 -3.3128 0.121
H 2.2416 2.8936 -4.9543 0.209
H 0.5504 2.9427 -4.6101 0.261

no.,energy (Ha)
1,-2904.8977
2,-12152.0424
3,-4607.4247